Entry 1:
ORCA calculation (ωB97M-V/def2-TZVPD) on a 3-piece molecular cluster, C53H63BBrF2INO8S2 overall.

Spin multiplicity: 1
Net charge: +1
Frontier orbital gap: 8.29 eV
HOMO level: -10.899 eV

Geometry as XYZ:
```
132
C53H63BBrF2INO8S2 (ωB97M-V/def2-TZVPD)
C -6.1775 -1.9104 -0.6954
C -5.6215 -0.6778 0.1345
C -5.7811 0.8081 -0.5079
Br -7.6217 0.9025 -1.1929
C -4.5345 1.4331 -1.2987
C -3.0252 0.7875 -1.0123
C -3.0397 -0.6227 -1.7351
C -2.5709 -1.9429 -0.9844
C -2.0692 -3.1230 -2.0010
S -1.0211 -4.2806 -0.9390
C -2.8498 1.0571 0.5334
C -1.7740 2.1604 1.0190
F -2.4361 -0.0975 1.3326
N -2.2601 1.6764 -2.0103
C -0.7414 1.5798 -2.0000
C -0.0361 0.4179 -1.1995
C 1.4219 0.9773 -0.7337
I 2.3083 -0.6777 0.4278
C -2.9694 2.1230 -3.3041
C -2.5423 1.5419 -4.7013
C -3.0545 0.2937 -5.5194
C -2.6261 -1.1687 -5.0931
O -1.3864 -1.3664 -4.9545
O -3.4641 -2.2932 -4.9109
C -2.5249 3.6807 -3.5801
B -1.0780 4.0612 -4.1814
O 0.0193 4.5140 -3.3501
O -0.7708 3.9971 -5.6147
C -4.5816 2.1167 -2.8056
C -5.0802 3.6084 -2.4593
C -6.4193 4.0021 -1.7308
C -6.3793 4.0761 -0.0988
S -7.1707 5.6919 0.4714
C -5.5667 1.5719 -3.9260
F -6.8672 2.2429 -4.0298
C -5.9493 0.0352 -3.9780
C -7.4591 -0.1484 -4.5897
H -5.5962 -2.1525 -1.6633
H -5.9926 -2.8421 -0.0331
H -7.3125 -1.9249 -0.8651
H -6.2576 -0.6669 1.1011
H -4.5769 -0.9383 0.4807
H -5.8574 1.4502 0.4613
H -4.3391 2.4108 -0.6862
H -2.2930 -0.5502 -2.6161
H -4.0583 -0.8186 -2.1955
H -1.6692 -1.8062 -0.2807
H -3.3847 -2.4635 -0.3522
H -2.9366 -3.6754 -2.4918
H -1.3319 -2.6593 -2.7332
H 0.2811 -3.7680 -1.0556
H -3.7963 1.3943 1.0979
H -1.7981 3.1364 0.4376
H -2.0472 2.4359 2.1058
H -0.7422 1.6739 1.0941
H -2.3864 2.5854 -1.5001
H -0.2598 1.5492 -3.0274
H -0.3496 2.5685 -1.5431
H -0.5128 0.0056 -0.2669
H 0.1684 -0.4538 -1.9259
H 1.2484 1.8042 0.0439
H 2.0708 1.3029 -1.6055
H -2.8682 2.3516 -5.4661
H -1.4041 1.3503 -4.7644
H -2.4702 0.3833 -6.5254
H -4.1240 0.3729 -5.9473
H -3.8229 -2.3404 -3.9957
H -2.4971 4.3204 -2.6252
H -3.2519 4.1475 -4.3471
H 0.8025 4.6989 -3.9201
H -0.3817 3.0967 -5.7178
H -4.3556 4.2091 -1.7842
H -5.1874 4.1119 -3.4974
H -7.4049 3.5661 -2.0682
H -6.5514 5.1290 -1.9817
H -5.3143 4.0492 0.3152
H -7.0406 3.2633 0.3737
H -6.1486 6.5901 0.7503
H -5.1447 1.9452 -4.9376
H -5.9925 -0.5134 -2.9847
H -5.3541 -0.6506 -4.6559
H -8.2713 0.1494 -3.8599
H -7.5544 -1.2922 -4.7216
H -7.5863 0.3804 -5.5895
C 8.2439 2.9414 4.8384
C 8.4071 2.9774 6.2214
C 7.4695 2.3708 7.0496
C 6.3576 1.7359 6.4968
C 6.1815 1.7211 5.1125
C 7.1336 2.3156 4.2834
C 4.9811 1.0938 4.5151
O 4.8272 1.0764 3.3051
C 3.9648 0.4942 5.4098
C 2.8006 -0.0503 4.8644
C 1.8466 -0.6270 5.6954
C 2.0553 -0.6712 7.0725
C 3.2108 -0.1254 7.6197
C 4.1636 0.4672 6.7897
C 5.3742 1.0774 7.3859
O 5.5550 1.0427 8.5899
H 8.9810 3.4071 4.1925
H 9.2676 3.4769 6.6540
H 7.6048 2.3976 8.1259
H 7.0091 2.2956 3.2057
H 2.6331 -0.0220 3.7912
H 0.9397 -1.0448 5.2699
H 1.3140 -1.1279 7.7199
H 3.3657 -0.1585 8.6932
C 4.8975 -2.3702 3.6600
C 3.9802 -3.3952 3.4358
C 4.3379 -4.4908 2.6573
C 5.6104 -4.5590 2.0902
C 6.5196 -3.5213 2.2948
C 6.1644 -2.4319 3.0906
C 7.8568 -3.5575 1.6582
O 8.6527 -2.6529 1.8396
C 8.2070 -4.7056 0.7915
C 9.4402 -4.7265 0.1390
C 9.7831 -5.8070 -0.6664
C 8.9003 -6.8742 -0.8160
C 7.6684 -6.8548 -0.1723
C 7.3153 -5.7656 0.6253
C 5.9869 -5.7384 1.2778
O 5.2115 -6.6695 1.1442
H 4.6232 -1.5231 4.2723
H 2.9865 -3.3415 3.8698
H 3.6218 -5.2889 2.4901
H 6.8726 -1.6280 3.2641
H 10.1340 -3.9000 0.2537
H 10.7405 -5.8187 -1.1769
H 9.1715 -7.7203 -1.4389
H 6.9830 -7.6868 -0.2964
```

=====

Entry 2:
ORCA calculation (ωB97M-V/def2-TZVPD) on a 2-piece molecular cluster, C53H64N3O2 overall.

Spin multiplicity: 1
Net charge: +1
Frontier orbital gap: 4.14 eV
ΔE to the lowest compared entry with this formula, charge and spin: 40.8 kcal/mol
HOMO level: -9.573 eV

Geometry as XYZ:
```
122
C53H64N3O2 (ωB97M-V/def2-TZVPD)
C -2.1427 -2.0572 -1.1213
C -3.3043 -1.8043 -0.1804
C -4.6116 -2.1592 -0.9032
C -3.2365 -2.7541 1.0097
C -3.2678 -0.2858 0.1768
C -3.9407 0.5893 -0.6919
C -3.9848 1.9509 -0.4471
C -3.5197 2.4438 0.7634
C -2.9191 1.6042 1.7041
C -2.7824 2.1250 3.1734
C -1.3301 2.1560 3.6330
C -3.6659 1.2760 4.1083
C -3.2570 3.5790 3.2864
C -2.5400 0.2911 1.2538
N -1.3776 -0.3752 1.8014
C -1.3944 -1.0384 3.1016
C 0.0403 -1.3611 3.3856
N 0.7804 -0.9090 2.2009
C 2.2131 -1.2130 2.1467
C 2.6528 -2.5239 1.8218
C 1.7659 -3.7769 1.5350
C 2.4441 -4.6911 0.5004
C 0.4072 -3.4471 0.9540
C 1.6183 -4.5839 2.8328
C 4.0251 -2.7990 1.8166
C 4.9635 -1.7950 1.9575
C 4.5370 -0.5477 2.3883
C 3.1890 -0.2607 2.5955
C 2.9027 1.0559 3.3947
C 4.1510 1.9477 3.4985
C 2.5334 0.7368 4.8455
C 1.8409 1.8884 2.7028
C -0.1057 -0.3989 1.2453
C 0.1498 0.1231 -0.0327
C 1.5083 0.2774 -0.5224
C 2.2522 -0.8187 -1.0355
C 3.6161 -0.7044 -1.1968
C 4.2235 0.5308 -0.8684
N 5.5509 0.5042 -0.3593
O 5.9562 1.5371 0.2317
O 6.2185 -0.5482 -0.4495
C 3.4721 1.6939 -0.6441
C 2.1025 1.5716 -0.5307
H -1.1909 -1.7337 -0.6865
H -2.0673 -3.1078 -1.4361
H -2.2885 -1.4471 -2.0119
H -5.4682 -1.8945 -0.2722
H -4.7167 -1.6694 -1.8764
H -4.6530 -3.2390 -1.0908
H -3.9451 -2.4554 1.7917
H -3.5114 -3.7672 0.6788
H -2.2292 -2.8398 1.4201
H -4.4712 0.2164 -1.5667
H -4.4320 2.6323 -1.1712
H -3.6855 3.5000 0.9858
H -0.7636 2.8799 3.0369
H -1.2702 2.4556 4.6895
H -0.8342 1.1897 3.5376
H -4.7167 1.5738 4.0074
H -3.6271 0.2050 3.8861
H -3.3753 1.4247 5.1578
H -4.2996 3.6993 2.9709
H -3.1882 3.9198 4.3274
H -2.6234 4.2377 2.6854
H -1.8294 -0.3834 3.8583
H -2.0255 -1.9362 3.0812
H 0.4113 -0.8289 4.2662
H 0.2014 -2.4279 3.5818
H 3.3285 -5.1960 0.9046
H 1.7431 -5.4770 0.1910
H 2.7366 -4.1267 -0.3942
H -0.2144 -2.9067 1.6620
H 0.5067 -2.8487 0.0443
H -0.1325 -4.3733 0.7082
H 1.2573 -3.9693 3.6649
H 0.9102 -5.4105 2.6825
H 2.5868 -5.0043 3.1296
H 4.3935 -3.8134 1.6645
H 6.0188 -1.9838 1.7954
H 5.3105 0.1779 2.6302
H 4.5600 2.1978 2.5112
H 3.8891 2.8859 4.0049
H 4.9275 1.4654 4.1033
H 1.6324 0.1284 4.9391
H 3.3605 0.1944 5.3216
H 2.3756 1.6732 5.3982
H 1.0002 1.2753 2.3985
H 1.4635 2.6782 3.3644
H 2.2413 2.3397 1.7884
H -0.6589 0.6899 -0.4671
H 1.7135 -1.7278 -1.3013
H 4.2425 -1.5356 -1.5072
H 4.0006 2.6388 -0.5281
H 1.4664 2.4463 -0.3870
C -0.6290 0.8373 -3.0356
C -0.7646 -0.4028 -3.7790
C -2.0461 -0.9303 -4.1135
C -2.1595 -2.1440 -4.7853
C -1.0097 -2.8162 -5.2049
C 0.2501 -2.2171 -5.0413
C 0.3809 -1.0264 -4.3358
C -0.0089 1.9000 -3.7235
C -0.6678 3.1016 -4.0321
C -0.6682 3.7158 -5.3283
C -1.5868 4.7634 -5.6220
C -1.7160 5.2574 -6.9122
C -0.9204 4.7434 -7.9518
C 0.0425 3.7637 -7.6699
C 0.1817 3.2530 -6.3781
H -1.3425 1.0546 -2.2386
H -2.9343 -0.3538 -3.8145
H -3.1524 -2.5545 -4.9784
H -1.0933 -3.7849 -5.7011
H 1.1399 -2.6913 -5.4636
H 1.3506 -0.5383 -4.1972
H 0.9974 1.7331 -4.1384
H -1.3191 3.5469 -3.2745
H -2.2223 5.1308 -4.8103
H -2.4523 6.0324 -7.1286
H -1.0283 5.1247 -8.9673
H 0.6771 3.3789 -8.4703
H 0.9069 2.4714 -6.1595
```

=====

Entry 3:
ORCA calculation (ωB97M-V/def2-TZVPD) on C53H66ClMnN3O5PSi as an isolated structure.

Spin multiplicity: 2
Net charge: +1
Frontier orbital gap (alpha / beta): 4.84 / 5.78 eV
⟨S²⟩: 0.795
HOMO level (alpha / beta): -9.085 / -10.047 eV

Geometry as XYZ:
```
131
C53H66ClMnN3O5PSi (ωB97M-V/def2-TZVPD)
Mn 1.0259 -1.1149 0.5145
Cl 5.6326 -1.7670 5.9371
C 4.6023 -1.2479 4.6490
C 4.0838 0.0624 4.6732
C 3.2383 0.4997 3.6917
C 2.8208 -0.3691 2.6528
O 1.9151 -0.0123 1.8159
C 3.4801 -1.6299 2.5564
C 3.4742 -2.3206 1.3338
N 2.8231 -2.0009 0.2390
C 3.3225 -2.5766 -0.9461
C 4.6682 -2.9129 -1.0404
C 5.1892 -3.6082 -2.1336
C 4.3634 -3.9936 -3.1493
C 3.0074 -3.6132 -3.1340
C 2.1334 -4.0740 -4.1373
C 0.7930 -3.8149 -4.0143
C 0.3668 -2.9440 -3.0314
N 1.2028 -2.3390 -2.1765
C 2.5006 -2.8083 -2.0751
C 4.3321 -2.0711 3.5979
H 4.3723 0.7262 5.4770
H 2.8495 1.5089 3.7092
H 4.1785 -3.1497 1.2794
H 5.3435 -2.6041 -0.2563
H 6.2412 -3.8561 -2.1541
H 4.7301 -4.5841 -3.9777
H 2.5201 -4.6674 -4.9543
H 0.0622 -4.2428 -4.6849
H -0.6783 -2.6832 -2.9396
H 4.7968 -3.0471 3.5342
C -2.5106 4.3283 -1.5089
C -2.3369 3.9015 -2.9356
C -2.7201 4.8332 -3.9055
C -2.6475 4.5662 -5.2566
C -2.2175 3.3153 -5.6700
C -1.8404 2.3786 -4.7279
C -1.8489 2.6511 -3.3534
P -1.3408 1.3278 -2.1508
C -1.9530 -0.1907 -3.0240
C -3.0319 -0.7897 -2.3684
C -3.7133 -1.8645 -2.9124
C -3.3341 -2.3461 -4.1573
C -2.2407 -1.7886 -4.7988
C -1.5045 -0.7392 -4.2427
C -0.2245 -0.3500 -4.9440
C 0.4424 1.2188 -2.1754
C 1.0936 2.3191 -2.7412
C 2.4591 2.4180 -2.8688
C 3.2706 1.3729 -2.3758
C 2.7371 0.3112 -1.7392
C 1.2767 0.1555 -1.4279
C 0.6543 -1.2663 -1.3937
H -3.5742 4.4596 -1.2988
H -2.0404 5.2990 -1.3598
H -2.1053 3.6118 -0.8087
H -3.0937 5.7934 -3.5694
H -2.9471 5.3130 -5.9800
H -2.1830 3.0640 -6.7223
H -1.5380 1.4108 -5.0808
H -3.2940 -0.4003 -1.3961
H -4.5404 -2.3159 -2.3793
H -3.8774 -3.1613 -4.6172
H -1.9306 -2.1827 -5.7614
H -0.4134 -0.0359 -5.9714
H 0.4409 -1.2145 -5.0031
H 0.3000 0.4417 -4.4182
H 0.4707 3.0817 -3.1916
H 2.9078 3.2640 -3.3702
H 4.3438 1.4234 -2.5092
H 3.4169 -0.4149 -1.3338
H 1.1993 0.3823 -0.2907
H -0.3898 -1.1785 -1.6529
C -1.8427 0.6457 5.4235
C -0.6995 0.4542 4.4253
C -0.6118 -1.0053 3.9877
C 0.6041 0.8508 5.1142
O -0.9221 1.3213 3.3137
Si -1.0108 1.2769 1.6876
O -0.5130 -0.0473 0.9240
O -0.2369 2.5833 1.0459
C 0.8074 3.5006 1.3884
C 0.9097 3.7068 2.8959
C 2.1420 2.9926 0.8410
C 0.5001 4.8371 0.7123
O -2.5826 1.5222 1.2151
C -3.8231 1.3750 1.9109
C -3.9786 -0.0672 2.4132
C -3.8967 2.3688 3.0756
C -4.9662 1.6883 0.9411
H -1.6593 0.0405 6.3116
H -2.7993 0.3485 4.9986
H -1.9105 1.6932 5.7180
H -0.3445 -1.6325 4.8392
H 0.1391 -1.1100 3.2038
H -1.5707 -1.3340 3.5862
H 0.7406 0.2485 6.0129
H 0.5799 1.9018 5.4014
H 1.4484 0.6722 4.4524
H 1.2512 2.7929 3.3783
H -0.0684 3.9634 3.3038
H 1.6115 4.5129 3.1115
H 2.3258 1.9798 1.1827
H 2.9543 3.6344 1.1867
H 2.1280 3.0098 -0.2488
H -0.3071 5.3560 1.2277
H 0.2211 4.6703 -0.3284
H 1.3890 5.4683 0.7375
H -3.4303 -0.2112 3.3417
H -5.0282 -0.3058 2.5874
H -3.5736 -0.7630 1.6765
H -2.9550 2.3786 3.6166
H -4.7041 2.0967 3.7573
H -4.0828 3.3749 2.6968
H -4.7994 2.6467 0.4529
H -5.0708 0.9286 0.1683
H -5.9006 1.7379 1.5009
C 0.3107 -4.2831 2.5142
C -0.2156 -3.7381 1.1793
C -1.7412 -3.5414 1.2230
C 0.1354 -4.6952 0.0279
N 0.3955 -2.4788 0.9395
H -0.1772 -5.2282 2.7475
H 0.1037 -3.5666 3.3085
H 1.3883 -4.4414 2.4585
H -2.2346 -4.5119 1.2537
H -2.0661 -2.9962 0.3354
H -2.0204 -2.9716 2.1064
H -0.2695 -5.6804 0.2522
H 1.2168 -4.7801 -0.0944
H -0.3021 -4.3379 -0.9042
```

=====

Number 1: calculated total energy -6606.307629 Eh. Number 2: calculated total energy -2372.251115 Eh. Number 3: calculated total energy -4841.545128 Eh.